The following is a quantum chemistry calculation of a 2-piece molecular cluster, C5H12NO overall, from OMol25.

Its charge is +1. For the HOMO energy, the calculation gives -13.176 eV. The LUMO energy is -0.1689 Ha. As for the total energy: -327.41526 a.u.

Geometry (Å):
C (1.108, 0.062, -1.953)
C (2.125, -1.674, -0.560)
N (1.163, -0.891, -0.804)
H (1.137, 1.065, -1.536)
H (0.137, -0.136, -2.401)
H (1.965, -0.153, -2.582)
H (2.981, -1.713, -1.226)
H (2.061, -2.396, 0.245)
H (0.341, -0.861, -0.142)
C (-1.980, 1.354, -0.023)
C (-1.220, 0.675, 0.818)
O (-1.177, -0.737, 0.705)
C (-0.276, 1.247, 1.838)
H (-1.984, 2.434, 0.034)
H (-2.646, 0.936, -0.764)
H (-1.156, -1.068, 1.620)
H (-0.258, 2.329, 1.851)
H (-0.612, 0.858, 2.807)
H (0.737, 0.867, 1.696)

How positive or negative is each atom? The Löwdin charges in e answer that:
1 C 0.031
2 C 0.164
3 N 0.008
4 H 0.104
5 H 0.111
6 H 0.099
7 H 0.123
8 H 0.125
9 H 0.113
10 C 0.084
11 C -0.446
12 O -0.037
13 C -0.027
14 H 0.078
15 H 0.079
16 H 0.126
17 H 0.092
18 H 0.097
19 H 0.076